1.
85
Properties=species:S:1:pos:R:3:mulliken_charge:R:1 method="wB97M-V/def2-TZVPD" e_lumo_ev=0.087 relative_energy_kcal_mol=0.0 homo_ha=-0.2271 max_force_ev_per_a=0.38 homo_lumo_gap_ev=6.27 energy_ev=-164569.1091
Sc 0.83190 0.77772 0.82906 -0.80
C 0.00497 3.68249 -0.50685 -0.89
C 0.15822 3.84370 1.00375 -1.06
N 1.30724 3.05173 1.49072 -0.08
C 2.60985 3.58729 1.04773 -1.59
C 3.43505 2.60925 0.24640 0.37
C 4.80102 2.78095 0.09185 -1.14
C 5.49971 1.86369 -0.67799 -0.64
C 4.82375 0.80665 -1.26339 -1.10
C 3.45966 0.69687 -1.04758 0.81
C 2.65175 -0.47760 -1.54306 -1.57
N 1.22379 -0.29234 -1.27488 1.18
C 0.48232 0.41817 -2.33942 0.43
C 0.46156 1.93078 -2.18993 -1.58
N 0.01290 2.27660 -0.85549 0.90
N 2.79317 1.58605 -0.31547 1.57
H 0.83198 4.17454 -1.02808 0.39
H -0.91047 4.19742 -0.82331 0.44
H -0.73581 3.46759 1.50343 0.45
H 0.26597 4.90611 1.25123 0.51
H 1.30923 3.03873 2.50580 0.43
H 3.19498 3.91042 1.90792 0.67
H 2.44414 4.47424 0.42921 0.52
H 5.30945 3.60204 0.57944 0.52
H 6.56931 1.96585 -0.80785 0.42
H 5.34586 0.06733 -1.85666 0.55
H 2.98979 -1.37055 -1.01023 0.47
H 2.84768 -0.64984 -2.60795 0.50
H 0.78814 -1.21058 -1.18673 -0.61
H -0.54612 0.06576 -2.30678 -0.68
H 0.87754 0.15312 -3.32643 0.41
H -0.19459 2.33011 -2.97495 0.63
H 1.45629 2.35808 -2.34692 0.40
H -0.83601 1.76645 -0.55306 -0.67
F 2.16662 -2.73238 3.28315 -0.24
C 1.10577 -2.00705 2.95472 0.66
F 0.01041 -2.72508 3.15029 -0.20
F 1.18132 -1.72322 1.63855 -0.14
S 1.03407 -0.45839 4.01011 1.03
O 0.55343 0.59458 3.12269 -0.60
O 0.23729 -0.83116 5.12312 -0.65
N 2.52746 -0.17856 4.42720 -0.73
S 3.37623 0.57337 3.33722 1.28
O 3.08851 0.10864 1.98432 -0.58
O 3.47745 1.99506 3.51107 -0.76
C 5.04515 -0.09998 3.70019 0.47
F 5.41609 0.21328 4.93470 -0.21
F 5.90346 0.44323 2.83118 -0.18
F 5.05698 -1.41981 3.55263 -0.20
C -1.09876 0.18094 0.72652 0.82
Ge -2.28850 -0.88042 -0.30128 1.50
C -3.21152 0.01281 -1.81597 0.26
C -3.31271 1.40255 -1.86146 -0.36
C -3.97212 2.04928 -2.90017 -0.70
C -4.55705 1.30793 -3.91747 -0.52
C -4.49152 -0.07772 -3.88000 -0.80
C -3.82732 -0.71491 -2.83785 -0.63
C -1.30716 -2.39479 -1.18146 -0.63
C -0.72420 -3.33595 -0.32648 -0.29
C 0.11212 -4.33789 -0.80207 -0.69
C 0.39022 -4.42210 -2.16085 -0.61
C -0.18936 -3.51078 -3.03196 -0.87
C -1.02958 -2.51336 -2.54456 0.52
C -3.69976 -1.72050 0.77928 -0.12
C -3.40538 -2.11385 2.08477 0.02
C -4.36254 -2.72877 2.88174 -0.77
C -5.63945 -2.95138 2.38497 -0.46
C -5.95320 -2.55171 1.09416 -0.72
C -4.98962 -1.94190 0.29903 -0.38
H -1.51796 0.26166 1.73985 0.72
H -2.88553 1.99123 -1.05497 0.14
H -4.04050 3.13076 -2.90964 0.40
H -5.07323 1.80631 -4.72847 0.39
H -4.96172 -0.66434 -4.66009 0.40
H -3.79762 -1.79895 -2.81605 0.46
H -0.93297 -3.28414 0.73616 0.45
H 0.54384 -5.05465 -0.11335 0.45
H 1.04519 -5.19790 -2.53750 0.38
H 0.01078 -3.57363 -4.09513 0.45
H -1.45110 -1.80304 -3.24561 0.41
H -2.41948 -1.92140 2.49281 0.19
H -4.11149 -3.02653 3.89257 0.43
H -6.38918 -3.42713 3.00490 0.37
H -6.95151 -2.71029 0.70441 0.39
H -5.25459 -1.62682 -0.70341 0.30


2.
80
Properties=species:S:1:pos:R:3:mulliken_charge:R:1 method="wB97M-V/def2-TZVPD" e_lumo_ev=-4.249 charge=+1 homo_ha=-0.4073 max_force_ev_per_a=0.92 homo_lumo_gap_ev=6.83 energy_ev=-42951.4984
O -2.32788 1.58653 -1.37098 -0.26
N -1.31826 1.63962 -1.90294 0.13
O -0.23990 1.27419 -0.97776 -0.18
C 0.98513 1.25367 -1.67961 0.27
C 2.02995 0.65270 -0.76446 -1.09
C 1.54703 -0.81715 -0.70962 0.48
C 1.16260 -0.97914 -2.13846 -0.43
N 0.92095 0.14807 -2.69441 0.07
H 1.17676 2.22459 -2.12041 0.48
H 2.95015 0.63427 -1.34917 0.29
H 2.19040 1.18902 0.16250 0.54
H 2.35907 -1.50126 -0.45083 -0.07
H 0.68694 -0.96613 -0.05568 -0.10
H 1.12352 -1.89912 -2.70929 0.50
H 0.71510 0.28408 -3.67778 0.26
C -3.96267 5.99143 -0.85784 -0.64
C -3.07142 4.90008 -1.44903 -0.28
C -3.54691 4.87035 -2.89737 -0.40
O -3.95128 6.19710 -3.20990 -0.41
C -4.03630 6.97932 -2.01614 -0.43
H -3.56387 6.43814 0.05134 0.36
H -4.95304 5.58951 -0.63688 0.28
H -2.02304 5.20584 -1.39680 0.25
H -3.17925 3.93910 -0.94874 0.22
H -4.39784 4.18984 -3.01569 0.27
H -2.76844 4.57024 -3.60313 0.26
H -3.19924 7.68443 -1.98709 0.26
H -4.96524 7.54847 -2.04078 0.28
C 3.83548 0.92500 -5.58786 -0.61
C 3.64278 2.40936 -5.89061 -0.59
C 2.78637 2.86018 -4.71850 -0.42
O 3.15724 2.02459 -3.60446 -0.33
C 3.97792 0.94362 -4.07278 -0.26
H 4.70260 0.49022 -6.08071 0.37
H 2.95344 0.35409 -5.89122 0.23
H 4.60529 2.92203 -5.87383 0.27
H 3.17007 2.60333 -6.85122 0.35
H 1.71823 2.72524 -4.92835 0.25
H 2.95086 3.89922 -4.43670 0.29
H 5.01278 1.12113 -3.76979 0.29
H 3.64546 0.01447 -3.59987 0.18
C 4.19404 -5.34589 1.03269 -0.58
C 2.74072 -5.35680 0.56436 -0.74
C 2.28336 -3.96457 0.97470 0.14
O 3.43274 -3.11255 0.86705 -0.40
C 4.60989 -3.91926 0.70726 -0.46
H 4.81932 -6.08444 0.53415 0.36
H 4.24638 -5.52212 2.10809 0.25
H 2.69689 -5.47987 -0.52041 0.29
H 2.13822 -6.14025 1.02031 0.37
H 1.91740 -3.93865 2.00237 0.07
H 1.49580 -3.57078 0.32397 0.18
H 4.96847 -3.83616 -0.32436 0.27
H 5.38168 -3.53226 1.37233 0.27
C -0.30712 -0.56322 4.29072 -0.59
C 1.15988 -0.41770 4.69268 -0.64
C 1.62355 -1.86835 4.68884 -0.39
O 0.84924 -2.52768 3.68008 -0.40
C -0.23002 -1.69405 3.27210 0.35
H -0.74040 0.34765 3.87920 0.42
H -0.90859 -0.86857 5.14884 0.28
H 1.70497 0.15893 3.94146 0.22
H 1.30061 0.06341 5.65881 0.36
H 1.43413 -2.34714 5.65373 0.28
H 2.67976 -1.98574 4.44421 0.29
H -0.02231 -1.29636 2.26711 -0.34
H -1.13811 -2.29671 3.21880 0.23
C -4.55428 -2.03691 2.57706 -0.54
C -5.84263 -2.60037 3.17580 -0.58
C -5.47960 -2.68006 4.65391 -0.42
O -4.56672 -1.60698 4.89699 -0.40
C -4.12417 -1.05625 3.66179 0.24
H -4.69402 -1.55703 1.60873 0.40
H -3.81340 -2.83244 2.46430 0.23
H -6.66711 -1.90195 3.02173 0.27
H -6.13094 -3.56623 2.76400 0.35
H -4.98862 -3.63019 4.88828 0.27
H -6.33699 -2.56285 5.31654 0.28
H -4.59022 -0.07569 3.51118 0.31
H -3.04334 -0.91422 3.71345 -0.40


3.
98
Properties=species:S:1:pos:R:3:mulliken_charge:R:1 method="wB97M-V/def2-TZVPD" e_lumo_ev=-4.269 charge=+1 homo_ha=-0.3814 max_force_ev_per_a=7.79 homo_lumo_gap_ev=6.11 energy_ev=-66014.4839
C -1.52918 -0.46683 -4.19674 -1.01
C -1.71019 0.94835 -3.32389 0.65
C -0.28344 1.09316 -2.46617 -0.17
C -0.37972 2.14660 -1.21358 -0.77
C -0.94553 1.28795 0.09359 0.23
C -2.56581 1.43588 0.39786 0.14
C -3.63130 2.30479 -0.49500 -0.74
C -4.89944 1.32092 -0.96479 0.26
C -6.22635 1.47230 -0.01223 -1.09
F -4.52234 -0.10754 -1.07191 -0.32
C -3.20572 0.63767 1.72071 -0.29
C -2.15716 -0.26481 2.60915 -0.50
C -0.53923 -0.36346 2.19677 0.05
C 0.37700 -1.34030 3.14352 -0.28
C 0.44451 -2.80608 2.40617 -0.36
C -1.00468 -3.58126 2.63881 -0.72
S -2.14396 -3.52301 1.14346 1.09
O -3.57836 -3.15594 1.67332 -0.62
O -1.75985 -2.46202 0.08155 -0.48
O -2.29852 -5.07908 0.41654 -0.50
N -0.02936 0.40851 0.97047 0.51
B 1.47844 0.22468 0.67140 0.34
O 2.44417 0.75057 1.69286 -0.59
O 2.01719 -0.41561 -0.54486 -0.53
H -1.53231 -0.26916 -5.35722 0.15
H -0.46047 -0.93322 -3.94416 0.25
H -2.30959 -1.29323 -3.87681 0.36
H -1.88914 1.84284 -4.05728 0.06
H -2.61330 0.73607 -2.59224 -0.29
H 0.53620 1.41988 -3.23584 -0.05
H -0.10156 0.00861 -2.00949 0.36
H 0.71200 2.58298 -1.03435 0.27
H -1.05062 3.09213 -1.46550 0.38
H -3.20380 2.75250 -1.48799 0.15
H -4.11592 3.10631 0.22805 0.48
H -5.23101 1.66951 -2.05353 0.38
H -6.15636 0.64531 0.81451 0.29
H -6.38259 2.54078 0.43872 0.29
H -7.19958 1.21850 -0.65407 0.32
H -4.33780 0.68040 2.02633 0.17
H -2.54406 -0.88401 3.55100 0.25
H -0.23058 -1.51111 4.15688 0.17
H 1.41171 -0.89752 3.46382 0.21
H 1.32638 -3.49709 2.78565 0.42
H 0.57749 -2.69661 1.24834 0.25
H -0.88993 -4.71298 2.93309 0.48
H -1.61547 -3.07770 3.53151 0.26
H -2.40844 -4.96624 -0.59124 0.39
H 2.23456 1.71112 1.90592 0.36
H 2.57142 0.25009 -1.08703 0.34
C -0.00493 4.55683 -10.09768 -0.72
O -0.11684 3.14014 -10.13853 -0.34
C 1.14741 2.48467 -10.30341 -0.80
C 1.50970 1.69793 -9.03433 -0.14
N 1.83950 2.60118 -7.92731 -0.30
C 1.94984 1.92223 -6.63057 -1.24
C 0.66842 1.28627 -6.05786 -0.11
O -0.33634 2.23611 -5.70007 -0.33
C -1.19668 2.61132 -6.76702 -0.67
H -1.01421 4.97780 -10.09458 0.24
H 0.50405 4.87923 -9.18566 0.31
H 0.52510 4.93285 -10.97751 0.34
H 1.94476 3.18433 -10.58545 0.40
H 1.02581 1.77475 -11.12961 0.40
H 2.37067 1.05368 -9.24291 0.38
H 0.65579 1.06265 -8.78147 0.14
H 1.11553 3.31483 -7.85302 0.08
H 2.30028 2.67723 -5.91509 0.41
H 2.73702 1.16199 -6.69179 0.45
H 0.94863 0.78463 -5.12245 0.27
H 0.25979 0.50370 -6.70512 0.38
H -1.34784 1.80279 -7.48944 0.34
H -0.81219 3.50320 -7.26366 0.14
H -2.16854 2.87317 -6.33983 0.39
C 3.39576 -4.46430 9.64041 -0.71
O 2.90080 -3.18700 10.02083 -0.34
C 3.91301 -2.17183 10.01599 -0.79
C 3.63596 -1.14786 8.90445 -0.17
N 3.86171 -1.73155 7.57838 -0.32
C 3.37798 -0.88930 6.47779 -0.77
C 1.85798 -0.65240 6.38853 -0.52
O 1.10811 -1.82887 6.08293 -0.37
C 0.75350 -2.61028 7.21561 -0.70
H 2.59706 -5.19646 9.78839 0.24
H 3.67692 -4.47211 8.58415 0.30
H 4.25008 -4.75298 10.25946 0.35
H 4.92344 -2.59265 9.93381 0.40
H 3.84758 -1.66085 10.98347 0.39
H 4.29761 -0.28487 9.03606 0.37
H 2.60126 -0.80997 9.01358 0.18
H 3.38494 -2.63088 7.52500 0.09
H 3.69778 -1.37986 5.54945 0.39
H 3.89499 0.07649 6.51387 0.42
H 1.68816 0.03385 5.54866 0.31
H 1.45684 -0.14670 7.27266 0.40
H 0.60176 -2.00358 8.11414 0.33
H 1.50784 -3.37794 7.39340 0.21
H -0.18419 -3.12518 6.98934 0.33